2 unconnected molecules or ions with the total composition C3H9OP at a distorted geometry, computed with ωB97M-V/def2-TZVPD.

Output
<S²>: 2.01
Frontier orbital gap (alpha / beta): 5.84 / 8.60 eV
Max |F|: 11.77 eV/A
ΔE to the lowest compared entry with this formula, charge and spin: 208.2 kJ/mol

Structure (ORCA input):
```
! wB97M-V def2-TZVPD RIJCOSX def2/J DEFGRID3
* xyz 0 3
C 0.979 0.760 0.380
C 1.099 -1.690 -0.148
C 1.373 -0.672 0.655
O -2.303 -1.364 0.450
P -2.527 -0.096 -0.244
H 1.844 1.376 0.353
H 0.232 1.014 -0.394
H 0.340 1.056 1.281
H -2.479 1.020 0.518
H 0.727 -1.718 -1.131
H 1.546 -2.727 -0.132
H 2.051 -1.048 1.496
H -1.900 0.006 -1.430
H -3.977 -0.105 -0.555
*
```

natural (NBO) charges in e: number 1, C, carries -0.683; number 2, C, carries -0.317; number 3, C, carries -0.161; number 4, O, carries -1.086; number 5, P, carries 1.344; number 6, H, carries 0.231; number 7, H, carries 0.204; number 8, H, carries 0.227; number 9, H, carries -0.085; number 10, H, carries 0.152; number 11, H, carries 0.163; number 12, H, carries 0.181; number 13, H, carries -0.079; number 14, H, carries -0.091